(1)
# C40H40AsNO3P2S2SnTe

C40H40AsNO3P2S2SnTe as an isolated structure (ωB97M-V/def2-TZVPD, the OMol25 dataset).

For the max |F|, the calculation gives 0.71 eV/A. For the HOMO energy, the calculation gives -6.8 eV. The energy above the lowest of the compared OMol25 structures with the same formula, charge and spin is 85.2 kJ/mol.

Structure (XYZ):
```
91
Properties=species:S:1:pos:R:3:mulliken_charge:R:1
Sn 0.870 1.739 -1.679 0.899
Te 1.338 -3.244 -0.868 0.435
C 2.082 -4.791 -2.098 0.072
C 2.006 -4.725 -3.482 0.036
C 2.535 -5.764 -4.233 -0.396
N 3.117 -6.841 -3.709 -0.653
C 3.178 -6.897 -2.380 -0.349
C 2.686 -5.910 -1.538 -0.555
C 1.408 -1.715 -2.294 0.011
P -0.019 -0.709 -2.447 0.654
C -1.485 -1.555 -1.793 0.223
C -2.140 -2.515 -2.559 -0.523
C -3.219 -3.207 -2.031 -0.665
C -3.655 -2.938 -0.741 -0.711
C -3.009 -1.976 0.022 -0.517
C -1.926 -1.289 -0.503 0.623
C -0.471 -0.408 -4.188 0.515
C -0.128 -1.305 -5.196 0.457
C -0.474 -1.041 -6.512 -0.838
C -1.155 0.127 -6.829 -0.704
C -1.496 1.027 -5.828 -0.763
C -1.157 0.759 -4.510 -0.678
P 2.710 -0.497 -2.070 -0.515
C 4.203 -1.312 -1.432 0.622
C 4.847 -0.780 -0.321 -0.453
C 5.994 -1.385 0.179 -0.655
C 6.492 -2.528 -0.425 -0.512
C 5.850 -3.065 -1.535 -0.830
C 4.713 -2.458 -2.040 -0.369
C 3.251 -0.031 -3.761 1.156
C 3.740 1.255 -3.979 -0.907
C 4.175 1.642 -5.240 -0.744
C 4.123 0.743 -6.293 -0.603
C 3.639 -0.543 -6.085 -0.799
C 3.203 -0.925 -4.827 -0.015
H 1.557 -3.863 -3.963 0.447
H 2.488 -5.728 -5.317 0.375
H 3.658 -7.776 -1.960 0.371
H 2.798 -6.017 -0.466 0.355
H -1.808 -2.722 -3.568 0.342
H -3.721 -3.957 -2.628 0.422
H -4.499 -3.478 -0.331 0.384
H -3.348 -1.771 1.031 0.360
H -1.392 -0.559 0.094 -0.058
H 0.425 -2.201 -4.937 -0.045
H -0.204 -1.741 -7.293 0.455
H -1.413 0.340 -7.859 0.380
H -2.014 1.948 -6.066 0.528
H -1.435 1.475 -3.747 0.219
H 4.446 0.105 0.160 0.339
H 6.492 -0.965 1.044 0.402
H 7.382 -3.003 -0.033 0.395
H 6.234 -3.961 -2.006 0.447
H 4.213 -2.883 -2.901 0.457
H 3.783 1.962 -3.157 0.397
H 4.545 2.647 -5.399 0.422
H 4.454 1.044 -7.279 0.385
H 3.597 -1.246 -6.907 0.433
H 2.806 -1.919 -4.660 0.238
C -2.376 1.303 1.727 -0.734
As -0.570 1.930 1.927 1.130
C -0.174 1.536 3.770 -1.244
C -0.502 3.838 1.770 -1.058
S 0.994 0.948 0.843 -0.535
H -3.021 1.983 2.286 0.571
H -2.434 0.303 2.155 0.418
H -2.655 1.301 0.679 -0.242
H -0.944 1.968 4.409 0.430
H 0.798 1.955 4.022 0.405
H -0.146 0.456 3.898 0.363
H -1.433 4.257 2.148 0.396
H -0.376 4.122 0.726 0.296
H 0.342 4.180 2.367 0.447
C -7.378 3.000 1.312 -1.517
C -6.065 3.083 0.584 1.038
C -5.718 2.137 -0.380 -0.905
C -4.524 2.229 -1.074 -0.175
C -3.653 3.273 -0.802 -0.452
C -3.977 4.228 0.148 -0.254
C -5.179 4.127 0.836 -0.797
S -2.094 3.352 -1.648 1.411
O -2.342 3.229 -3.063 -0.815
O -1.434 4.562 -1.209 -0.757
O -1.417 2.127 -1.110 -0.693
H -7.817 2.007 1.224 0.357
H -8.092 3.716 0.903 0.310
H -7.257 3.228 2.371 0.364
H -6.399 1.321 -0.591 0.370
H -4.264 1.495 -1.828 0.476
H -3.293 5.046 0.331 0.613
H -5.436 4.878 1.575 0.384
```

(2)
# C40H40BN11O2STi

C40H40BN11O2STi as an isolated structure at a distorted geometry (ωB97M-V/def2-TZVPD, the OMol25 dataset).

For the max |F|, the calculation gives 1.82 eV/A. Its spin multiplicity is 3. For the HOMO energy (alpha / beta), the calculation gives -5.5 / -8.0 eV. The energy above the lowest of the compared OMol25 structures with the same formula, charge and spin is 0.0 kJ/mol.

Structure (XYZ):
```
96
Properties=species:S:1:pos:R:3:mulliken_spin:R:1
Ti -0.020 0.690 0.118 1.642
C -0.742 5.290 2.903 -0.002
C 0.069 4.386 2.026 0.022
C 1.303 4.605 1.461 0.022
C 1.595 3.445 0.727 0.073
N 0.605 2.570 0.850 -0.017
N -0.338 3.158 1.651 0.058
B -1.690 2.450 2.038 -0.118
N -1.415 1.085 2.740 0.039
N -0.840 0.038 2.061 0.030
C -0.692 -0.930 2.951 -0.015
C -1.168 -0.533 4.203 0.007
C -1.611 0.762 4.027 0.010
C -2.230 1.699 5.016 -0.001
C -0.108 -2.266 2.650 0.029
C -0.401 -2.962 1.485 0.025
C 0.138 -4.225 1.266 0.002
C 0.971 -4.806 2.210 0.003
C 1.267 -4.115 3.380 -0.002
C 0.731 -2.852 3.594 -0.005
N -2.572 2.206 0.786 0.012
N -2.123 1.410 -0.237 -0.051
C -3.080 1.431 -1.154 -0.017
C -4.135 2.260 -0.757 0.013
C -3.772 2.734 0.488 0.010
C -4.513 3.645 1.418 0.000
C -3.035 0.604 -2.385 0.058
C -3.383 1.162 -3.614 -0.005
C -3.427 0.372 -4.756 0.000
C -3.134 -0.987 -4.676 0.001
C -2.786 -1.543 -3.457 0.007
C -2.734 -0.750 -2.318 0.017
C 2.833 3.230 -0.105 -0.028
C 3.128 2.056 -0.783 0.075
C 4.274 1.928 -1.560 -0.008
C 5.163 2.986 -1.661 0.007
C 4.889 4.167 -0.984 -0.004
C 3.735 4.286 -0.219 0.005
H -0.200 6.223 3.053 0.000
H -0.935 4.848 3.882 0.001
H -1.709 5.529 2.458 0.002
H 1.901 5.494 1.575 0.003
H -2.278 3.174 2.796 0.001
H -1.205 -1.123 5.106 0.002
H -2.335 1.191 5.973 0.000
H -3.219 2.031 4.697 0.001
H -1.619 2.591 5.169 0.000
H -1.055 -2.518 0.744 -0.009
H -0.083 -4.752 0.348 0.000
H 1.394 -5.788 2.031 0.000
H 1.923 -4.554 4.122 0.000
H 0.981 -2.302 4.496 -0.001
H -5.058 2.440 -1.288 0.001
H -5.482 3.888 0.985 0.000
H -3.975 4.580 1.590 0.001
H -4.681 3.181 2.392 0.001
H -3.610 2.221 -3.671 0.000
H -3.688 0.815 -5.709 0.000
H -3.163 -1.605 -5.566 0.000
H -2.532 -2.595 -3.395 0.000
H -2.459 -1.184 -1.363 -0.013
H 2.458 1.214 -0.722 -0.016
H 4.447 0.996 -2.084 0.001
H 6.058 2.895 -2.266 0.000
H 5.570 5.008 -1.051 0.000
H 3.543 5.224 0.285 0.001
N 0.376 -7.229 -3.336 0.000
C 0.566 -5.860 -3.148 0.000
C 1.837 -5.300 -3.269 0.000
C 2.036 -3.947 -3.050 0.000
C 0.964 -3.142 -2.690 0.002
C -0.307 -3.691 -2.551 0.003
C -0.505 -5.039 -2.784 0.000
S 1.198 -1.422 -2.513 0.018
O 0.246 -0.799 -3.393 0.002
O 2.603 -1.159 -2.716 0.001
N 0.745 -1.018 -1.008 -0.030
C 1.740 -1.227 -0.024 -0.016
N 2.583 -2.249 0.024 -0.022
C 3.423 -2.274 1.055 0.047
C 3.435 -1.304 2.040 -0.007
C 2.524 -0.276 1.907 0.086
N 1.692 -0.221 0.879 -0.003
H 1.069 -7.706 -3.885 0.000
H -0.563 -7.532 -3.531 0.000
H 2.675 -5.936 -3.535 0.000
H 3.022 -3.509 -3.139 0.000
H -1.145 -3.059 -2.264 -0.001
H -1.496 -5.468 -2.672 0.000
H 4.115 -3.112 1.095 -0.001
H 4.117 -1.348 2.877 0.001
H 2.450 0.535 2.624 -0.005
N 0.201 1.766 -1.966 0.036
H -0.007 1.070 -2.684 0.000
H 1.120 2.125 -2.206 0.007
H -0.459 2.524 -2.106 0.011
```

(3)
# C40H40F10GeN3SbSeV

C40H40F10GeN3SbSeV as an isolated structure (ωB97M-V/def2-TZVPD, the OMol25 dataset).

For the max |F|, the calculation gives 0.79 eV/A. Its spin multiplicity is 4. For the HOMO energy (alpha / beta), the calculation gives -6.7 / -7.6 eV. The energy above the lowest of the compared OMol25 structures with the same formula, charge and spin is 0.0 kJ/mol.

Structure (XYZ):
```
97
Properties=species:S:1:pos:R:3:mulliken_spin:R:1
V -0.894 -0.830 0.981 2.860
C -4.076 -1.889 0.706 0.042
N -2.881 -1.989 1.548 -0.081
C -2.450 -3.401 1.593 0.020
C -1.049 -3.525 2.146 0.076
N -0.167 -2.711 1.317 0.043
C 1.151 -3.109 1.277 0.031
C 1.883 -3.638 2.350 -0.043
F 1.323 -3.709 3.572 -0.001
C 3.209 -4.018 2.243 -0.001
F 3.860 -4.472 3.318 0.000
C 3.884 -3.879 1.046 0.000
F 5.176 -4.213 0.947 0.000
C 3.204 -3.360 -0.040 0.000
F 3.830 -3.216 -1.212 0.000
C 1.881 -2.998 0.087 -0.034
F 1.265 -2.500 -1.004 0.011
C -3.200 -1.500 2.912 0.027
C -2.860 -0.025 3.013 0.071
N -1.482 0.237 2.598 0.105
C -0.608 0.684 3.571 0.078
C 0.161 1.836 3.365 -0.087
F -0.056 2.575 2.266 -0.006
C 1.119 2.282 4.256 0.011
F 1.818 3.391 3.994 0.000
C 1.330 1.602 5.441 0.004
F 2.247 2.024 6.315 0.000
C 0.566 0.482 5.710 0.001
F 0.756 -0.192 6.847 0.000
C -0.373 0.043 4.794 -0.087
F -1.045 -1.082 5.094 -0.003
H -4.865 -2.555 1.079 0.003
H -3.835 -2.170 -0.319 -0.002
H -4.454 -0.868 0.702 -0.006
H -2.456 -3.778 0.568 -0.009
H -3.165 -3.993 2.182 -0.002
H -0.764 -4.583 2.111 0.006
H -1.031 -3.238 3.203 -0.020
H -2.606 -2.059 3.629 -0.005
H -4.259 -1.683 3.134 0.000
H -3.056 0.339 4.026 0.004
H -3.542 0.536 2.359 -0.024
C 2.570 5.398 0.286 0.000
C 3.109 4.448 1.142 0.000
C 2.756 3.113 1.013 -0.003
C 1.854 2.713 0.031 0.015
C 1.319 3.671 -0.824 -0.004
C 1.675 5.007 -0.699 0.000
Sb 1.321 0.654 -0.131 -0.150
C 1.706 0.498 -2.216 -0.031
C 0.958 -0.376 -3.001 0.019
C 1.205 -0.487 -4.363 0.001
C 2.200 0.278 -4.954 0.000
C 2.944 1.160 -4.183 0.000
C 2.695 1.272 -2.822 0.000
C 3.106 -0.091 0.741 -0.007
C 3.056 -0.418 2.094 0.022
C 4.198 -0.852 2.755 0.010
C 5.393 -0.974 2.059 0.001
C 5.445 -0.659 0.708 0.001
C 4.307 -0.212 0.051 -0.003
H 2.847 6.439 0.386 0.000
H 3.806 4.745 1.915 0.000
H 3.189 2.386 1.690 0.001
H 0.631 3.385 -1.610 0.000
H 1.254 5.741 -1.375 0.000
H 0.178 -0.976 -2.551 0.020
H 0.622 -1.174 -4.962 0.000
H 2.394 0.190 -6.015 0.000
H 3.719 1.762 -4.640 0.000
H 3.273 1.975 -2.233 0.000
H 2.119 -0.347 2.642 0.017
H 4.149 -1.108 3.806 0.000
H 6.281 -1.326 2.567 0.000
H 6.374 -0.769 0.162 0.000
H 4.358 0.023 -1.006 0.001
C -5.833 -0.403 -3.764 0.001
Ge -4.338 0.669 -4.417 0.000
C -4.136 0.463 -6.351 0.001
C -4.614 2.548 -3.959 0.001
C -2.705 0.003 -3.541 0.015
Se -2.738 0.261 -1.603 0.088
C -1.882 2.001 -1.567 -0.003
H -6.774 -0.044 -4.180 0.000
H -5.895 -0.343 -2.677 0.000
H -5.713 -1.450 -4.047 0.000
H -5.031 0.811 -6.867 0.000
H -3.979 -0.584 -6.614 0.000
H -3.286 1.039 -6.715 0.000
H -5.505 2.925 -4.462 0.000
H -3.766 3.160 -4.266 0.000
H -4.760 2.661 -2.884 -0.001
H -1.794 0.469 -3.916 -0.001
H -2.607 -1.071 -3.706 -0.001
H -2.533 2.765 -1.984 -0.001
H -0.958 1.942 -2.140 -0.003
H -1.656 2.241 -0.528 0.009
```